No. 1
Computed, not measured: a 2-piece molecular cluster, C5H14 overall, with ωB97M-V/def2-TZVPD.

Geometry as ORCA input:
```
! RIJCOSX wB97M-V def2-TZVPD def2/J DEFGRID3
* xyz 0 1
C -0.49 -0.39 1.80
C 0.72 -1.23 1.33
C 0.30 -2.40 0.38
H -0.23 0.66 1.68
H -0.91 -0.68 2.77
H -1.38 -0.51 1.18
H 1.28 -0.49 0.75
H 1.42 -1.41 2.15
H 0.66 -2.11 -0.60
H 0.81 -3.31 0.68
H -0.78 -2.52 0.40
C -0.19 2.60 -1.31
C -0.27 1.25 -2.03
H -1.18 3.10 -1.30
H 0.02 2.48 -0.25
H 0.40 3.38 -1.79
H -0.88 0.46 -1.60
H 0.77 0.94 -2.08
H -0.61 1.36 -3.06
*
```

Maximum force: 2.3 eV/A
HOMO energy: -11.17 eV
SMILES string: CCC.CC
Energy above the lowest of the compared OMol25 structures with the same formula, charge and spin: 16.7 kcal/mol
Calculated total energy: -198.8626 Eh


No. 2
Computed, not measured: a 2-piece molecular cluster, C5H14 overall, with ωB97M-V/def2-TZVPD.

Geometry as ORCA input:
```
! RIJCOSX wB97M-V def2-TZVPD def2/J DEFGRID3
* xyz 0 1
C -0.87 -2.36 2.12
C -0.58 -1.01 1.42
C -1.87 -0.23 1.16
H -0.52 -2.31 3.16
H -1.93 -2.56 2.29
H -0.39 -3.22 1.67
H -0.13 -1.31 0.47
H 0.20 -0.51 1.98
H -2.33 -0.34 0.18
H -1.66 0.84 1.27
H -2.60 -0.44 1.94
C 2.12 2.05 -1.80
C 1.05 1.32 -2.62
H 2.01 3.12 -1.82
H 2.16 1.75 -0.75
H 3.08 1.76 -2.23
H 0.09 1.55 -2.15
H 1.10 1.66 -3.66
H 1.07 0.24 -2.64
*
```

Maximum force: 2.1 eV/A
HOMO energy: -11.29 eV
SMILES string: CCC.CC
Energy above the lowest of the compared OMol25 structures with the same formula, charge and spin: 10.9 kcal/mol
Calculated total energy: -198.8718 Eh


No. 3
Computed, not measured: a 2-piece molecular cluster, C5H14 overall, with ωB97M-V/def2-TZVPD.

Geometry as ORCA input:
```
! RIJCOSX wB97M-V def2-TZVPD def2/J DEFGRID3
* xyz 0 1
C -0.47 2.03 2.05
C -0.02 1.77 0.61
C -1.19 1.50 -0.33
H -0.99 1.16 2.45
H -1.16 2.87 2.08
H 0.37 2.27 2.70
H 0.56 2.63 0.26
H 0.66 0.92 0.59
H -0.86 0.98 -1.23
H -1.96 0.90 0.15
H -1.64 2.43 -0.69
C 0.75 -1.68 -1.24
C 0.93 -3.17 -0.91
H 1.71 -1.17 -1.32
H 0.27 -1.58 -2.21
H 0.15 -1.21 -0.47
H -0.05 -3.63 -0.79
H 1.48 -3.30 0.02
H 1.44 -3.71 -1.72
*
```

Maximum force: 0.5 eV/A
HOMO energy: -11.43 eV
SMILES string: CCC.CC
Energy above the lowest of the compared OMol25 structures with the same formula, charge and spin: 0.9 kcal/mol
Calculated total energy: -198.8877 Eh


No. 4
Computed, not measured: a 2-piece molecular cluster, C5H14 overall, with ωB97M-V/def2-TZVPD.

Geometry as ORCA input:
```
! RIJCOSX wB97M-V def2-TZVPD def2/J DEFGRID3
* xyz 0 1
C -0.14 -0.80 1.45
C 1.04 -0.17 0.69
C 2.28 -0.08 1.60
H -0.38 -0.20 2.32
H -1.04 -0.87 0.82
H 0.05 -1.84 1.71
H 0.75 0.86 0.47
H 1.31 -0.75 -0.19
H 2.94 0.73 1.26
H 2.91 -0.97 1.55
H 1.99 0.25 2.59
C -2.09 0.13 -1.46
C -0.96 0.87 -2.20
H -2.01 0.35 -0.40
H -3.06 0.53 -1.74
H -2.01 -0.93 -1.67
H -0.67 0.23 -3.04
H -0.19 1.17 -1.50
H -1.19 1.80 -2.72
*
```

Maximum force: 1.3 eV/A
HOMO energy: -11.18 eV
SMILES string: CCC.CC
Energy above the lowest of the compared OMol25 structures with the same formula, charge and spin: 11.5 kcal/mol
Calculated total energy: -198.8709 Eh


No. 5
Computed, not measured: a 2-piece molecular cluster, C5H14 overall, with ωB97M-V/def2-TZVPD.

Geometry as ORCA input:
```
! RIJCOSX wB97M-V def2-TZVPD def2/J DEFGRID3
* xyz 0 1
C 0.01 -1.49 -1.76
C 0.09 -1.43 -0.25
C 0.69 -2.67 0.42
H -0.73 -2.21 -2.10
H 0.93 -1.89 -2.19
H -0.16 -0.50 -2.19
H 0.52 -0.48 0.07
H -0.93 -1.29 0.14
H 1.78 -2.62 0.41
H 0.30 -2.80 1.43
H 0.37 -3.55 -0.14
C 0.18 2.06 0.95
C -0.83 3.17 0.62
H 0.49 2.11 1.98
H -0.36 1.15 0.72
H 1.01 2.08 0.25
H -1.01 3.26 -0.45
H -0.53 4.14 1.04
H -1.81 2.98 1.06
*
```

Maximum force: 1.4 eV/A
HOMO energy: -11.11 eV
SMILES string: CCC.CC
Energy above the lowest of the compared OMol25 structures with the same formula, charge and spin: 6.6 kcal/mol
Calculated total energy: -198.8786 Eh


No. 6
Computed, not measured: a 2-piece molecular cluster, C5H14 overall, with ωB97M-V/def2-TZVPD.

Geometry as ORCA input:
```
! RIJCOSX wB97M-V def2-TZVPD def2/J DEFGRID3
* xyz 0 1
C 1.21 -1.73 -0.16
C 1.35 -0.26 -0.74
C 0.82 -0.29 -2.19
H 0.79 -1.86 0.86
H 2.17 -2.25 -0.03
H 0.60 -2.30 -0.87
H 0.70 0.30 -0.04
H 2.38 -0.01 -0.67
H 0.26 -1.21 -2.29
H 0.15 0.60 -2.26
H 1.72 -0.47 -2.80
C -0.94 1.17 1.95
C -2.00 1.03 0.89
H -1.18 0.78 2.92
H 0.10 0.99 1.67
H -1.06 2.33 2.02
H -1.71 1.57 -0.05
H -2.41 0.05 0.61
H -2.95 1.54 1.18
*
```

Maximum force: 3.7 eV/A
HOMO energy: -11.11 eV
SMILES string: CCC.CC
Energy above the lowest of the compared OMol25 structures with the same formula, charge and spin: 29.8 kcal/mol
Calculated total energy: -198.8416 Eh


No. 7
Computed, not measured: a 2-piece molecular cluster, C5H14 overall, with ωB97M-V/def2-TZVPD.

Geometry as ORCA input:
```
! RIJCOSX wB97M-V def2-TZVPD def2/J DEFGRID3
* xyz 0 1
C -1.08 0.15 -0.93
C -0.07 -0.94 -1.26
C -0.49 -2.42 -0.97
H -0.67 1.11 -1.30
H -1.42 0.02 0.08
H -1.87 0.08 -1.70
H 0.23 -0.88 -2.31
H 0.81 -0.83 -0.63
H 0.26 -2.83 -0.30
H -1.48 -2.51 -0.53
H -0.52 -2.98 -1.91
C 0.50 2.16 1.16
C 1.15 0.95 1.87
H 0.81 3.06 1.66
H 0.72 2.25 0.09
H -0.57 2.02 1.12
H 2.22 1.16 1.93
H 1.01 0.04 1.29
H 0.75 0.85 2.87
*
```

Maximum force: 2.6 eV/A
HOMO energy: -11.04 eV
SMILES string: CCC.CC
Energy above the lowest of the compared OMol25 structures with the same formula, charge and spin: 13.4 kcal/mol
Calculated total energy: -198.8679 Eh


No. 8
Computed, not measured: a 2-piece molecular cluster, C5H14 overall, with ωB97M-V/def2-TZVPD.

Geometry as ORCA input:
```
! RIJCOSX wB97M-V def2-TZVPD def2/J DEFGRID3
* xyz 0 1
C -0.99 -0.80 1.40
C -1.47 -1.57 0.16
C -0.33 -2.11 -0.69
H -1.15 -1.34 2.33
H -1.33 0.23 1.56
H 0.07 -0.54 1.30
H -2.12 -2.37 0.52
H -2.16 -0.95 -0.41
H 0.62 -1.59 -0.64
H -0.14 -3.18 -0.63
H -0.61 -1.98 -1.75
C 1.01 2.11 0.28
C 1.58 2.19 -1.13
H -0.06 1.96 0.31
H 1.62 1.40 0.85
H 1.21 3.02 0.86
H 1.31 1.34 -1.76
H 1.17 3.05 -1.65
H 2.67 2.17 -1.16
*
```

Maximum force: 1.8 eV/A
HOMO energy: -11.15 eV
SMILES string: CCC.CC
Energy above the lowest of the compared OMol25 structures with the same formula, charge and spin: 13.2 kcal/mol
Calculated total energy: -198.8681 Eh


No. 9
Computed, not measured: a 2-piece molecular cluster, C5H14 overall, with ωB97M-V/def2-TZVPD.

Geometry as ORCA input:
```
! RIJCOSX wB97M-V def2-TZVPD def2/J DEFGRID3
* xyz 0 1
C -1.02 -1.40 -0.32
C -1.54 0.05 0.10
C -2.84 0.61 -0.54
H -1.27 -2.11 0.42
H 0.16 -1.42 -0.43
H -1.38 -1.73 -1.22
H -1.83 0.10 1.17
H -0.71 0.68 -0.15
H -3.45 1.23 0.07
H -2.62 1.29 -1.33
H -3.38 -0.05 -1.10
C 2.07 -0.13 0.57
C 3.17 0.86 0.19
H 1.71 -0.72 -0.28
H 2.28 -0.80 1.46
H 1.10 0.21 0.91
H 2.70 1.75 -0.38
H 4.05 0.48 -0.33
H 3.55 1.17 1.21
*
```

Maximum force: 3.7 eV/A
HOMO energy: -11.03 eV
SMILES string: CCC.CC
Energy above the lowest of the compared OMol25 structures with the same formula, charge and spin: 35.7 kcal/mol
Calculated total energy: -198.8323 Eh


No. 10
Computed, not measured: a 2-piece molecular cluster, C5H14 overall, with ωB97M-V/def2-TZVPD.

Geometry as ORCA input:
```
! RIJCOSX wB97M-V def2-TZVPD def2/J DEFGRID3
* xyz 0 1
C 1.05 2.26 0.92
C 1.19 0.87 1.70
C -0.28 0.40 1.90
H -0.08 2.50 0.87
H 1.33 2.04 -0.13
H 1.46 2.99 1.52
H 1.94 0.13 1.24
H 1.67 0.84 2.74
H -0.70 1.23 2.50
H -0.71 0.26 0.89
H -0.45 -0.61 2.30
C -1.17 -1.26 -1.40
C -0.51 -1.92 -2.68
H -0.26 -0.82 -0.86
H -1.84 -0.58 -1.71
H -1.72 -1.97 -0.75
H -0.85 -1.72 -3.74
H 0.50 -1.61 -2.80
H -0.56 -3.04 -2.51
*
```

Maximum force: 4.7 eV/A
HOMO energy: -11.02 eV
SMILES string: CCC.CC
Energy above the lowest of the compared OMol25 structures with the same formula, charge and spin: 40.5 kcal/mol
Calculated total energy: -198.8246 Eh


No. 11
Computed, not measured: a 2-piece molecular cluster, C5H14 overall, with ωB97M-V/def2-TZVPD.

Geometry as ORCA input:
```
! RIJCOSX wB97M-V def2-TZVPD def2/J DEFGRID3
* xyz 0 1
C -3.13 -0.48 -0.57
C -1.78 0.01 0.04
C -0.87 0.94 -0.71
H -3.22 -1.50 -0.21
H -3.06 -0.63 -1.66
H -3.99 0.14 -0.34
H -2.20 0.47 0.94
H -1.15 -0.83 0.36
H -0.08 1.45 -0.17
H -0.27 0.34 -1.43
H -1.46 1.71 -1.21
C 2.56 0.50 0.49
C 2.82 -1.01 0.75
H 1.50 0.78 0.37
H 2.72 1.17 1.34
H 3.08 0.87 -0.40
H 3.65 -1.27 0.12
H 1.89 -1.51 0.48
H 2.99 -1.16 1.81
*
```

Maximum force: 2.4 eV/A
HOMO energy: -10.96 eV
SMILES string: CCC.CC
Energy above the lowest of the compared OMol25 structures with the same formula, charge and spin: 19.1 kcal/mol
Calculated total energy: -198.8587 Eh


No. 12
Computed, not measured: a 2-piece molecular cluster, C5H14 overall, with ωB97M-V/def2-TZVPD.

Geometry as ORCA input:
```
! RIJCOSX wB97M-V def2-TZVPD def2/J DEFGRID3
* xyz 0 1
C -1.80 -0.46 0.87
C -1.08 0.78 0.10
C -2.02 1.53 -0.89
H -2.72 -0.69 0.31
H -2.13 -0.30 1.92
H -1.24 -1.44 0.82
H -0.70 1.46 0.76
H -0.21 0.30 -0.38
H -3.00 1.60 -0.44
H -1.82 2.58 -1.01
H -2.22 1.05 -1.86
C 2.11 -1.39 -0.45
C 2.75 -0.36 0.44
H 1.93 -2.46 -0.18
H 1.12 -1.00 -0.75
H 2.60 -1.48 -1.44
H 2.37 0.59 0.17
H 3.76 -0.35 0.23
H 2.54 -0.44 1.49
*
```

Maximum force: 3.7 eV/A
HOMO energy: -11.25 eV
SMILES string: CCC.CC
Energy above the lowest of the compared OMol25 structures with the same formula, charge and spin: 22.5 kcal/mol
Calculated total energy: -198.8533 Eh